# 1
C16H49BrInN7O2P3 | ωB97M-V with the def2-TZVPD basis set

Calculated values
HOMO-LUMO gap = 5.45 eV
HOMO = -3.4 eV

```
! RIJCOSX wB97M-V def2-TZVPD def2/J DEFGRID3
* xyz -1 1
C 0.30 0.41 -4.46
N -0.45 -0.82 -4.53
C -0.61 -1.50 -3.24
In -0.82 -3.69 -3.41
Br -0.04 -4.29 -5.84
P 0.72 -4.97 -1.87
C 2.30 -3.98 -1.80
C 0.07 -4.96 -0.13
H 1.25 0.29 -3.90
H -0.27 1.18 -3.93
H 0.54 0.81 -5.45
H -0.09 -1.44 -5.24
H -1.50 -1.12 -2.73
H 0.25 -1.28 -2.58
H -2.50 -4.20 -3.30
H 2.25 -3.11 -2.46
H 2.49 -3.58 -0.79
H 3.14 -4.59 -2.14
H -0.44 -4.05 0.20
H 0.90 -5.14 0.55
H -0.59 -5.83 -0.02
O 0.27 3.97 -3.98
P 0.14 5.39 -3.60
N 0.59 5.60 -1.97
C -0.31 5.17 -0.90
C 1.94 5.09 -1.75
N -1.53 5.74 -3.86
C -2.42 6.29 -2.86
C -2.23 4.79 -4.73
N 0.78 6.77 -4.23
C 1.35 7.87 -3.48
C 0.55 7.02 -5.65
H 0.21 5.32 0.05
H -0.59 4.11 -0.97
H -1.20 5.78 -0.86
H 2.62 5.48 -2.52
H 1.99 4.00 -1.78
H 2.31 5.44 -0.78
H -2.73 5.56 -2.11
H -3.33 6.66 -3.36
H -1.97 7.15 -2.36
H -2.57 3.89 -4.19
H -1.59 4.46 -5.54
H -3.10 5.29 -5.16
H 0.62 8.35 -2.83
H 1.72 8.61 -4.19
H 2.20 7.57 -2.87
H -0.26 7.74 -5.79
H 0.26 6.10 -6.15
H 1.45 7.39 -6.13
O -0.77 -4.41 3.23
P -0.35 -4.35 4.64
N -1.40 -3.32 5.50
C -1.31 -1.87 5.35
C -2.78 -3.77 5.36
N 1.26 -3.72 4.57
C 1.71 -2.54 5.29
C 1.91 -3.83 3.27
N -0.11 -5.51 5.78
C -0.55 -5.46 7.17
C 0.82 -6.58 5.45
H -2.12 -1.42 5.93
H -1.40 -1.54 4.31
H -0.39 -1.49 5.77
H -2.85 -4.85 5.55
H -3.18 -3.58 4.36
H -3.40 -3.27 6.10
H 1.37 -1.60 4.84
H 2.81 -2.53 5.28
H 1.41 -2.57 6.33
H 1.63 -3.02 2.58
H 1.65 -4.76 2.78
H 2.99 -3.81 3.42
H -0.08 -4.64 7.71
H -0.27 -6.40 7.65
H -1.63 -5.36 7.26
H 1.80 -6.41 5.92
H 0.97 -6.63 4.37
H 0.43 -7.55 5.77
*
```

=====

# 2
C16H49F6N3O7P | ωB97M-V with the def2-TZVPD basis set

Calculated values
HOMO-LUMO gap = 9.37 eV
Energy relative to the best compared isomer or geometry (same formula, charge and spin) = 0.0 kJ/mol
HOMO = -6.8 eV

```
! RIJCOSX wB97M-V def2-TZVPD def2/J DEFGRID3
* xyz -1 1
P 7.80 -4.89 37.08
F 8.90 -3.70 37.37
F 6.73 -4.10 37.98
F 7.51 -3.97 35.75
F 6.74 -5.96 36.51
F 9.07 -5.71 36.41
F 8.24 -5.79 38.36
C 7.47 -9.00 37.05
C 7.65 -9.56 35.64
C 6.77 -10.75 35.32
O 6.97 -11.20 33.98
C 6.71 -12.58 33.83
N 7.36 -8.50 34.61
H 8.29 -8.31 37.25
H 7.58 -9.86 37.74
H 6.47 -8.60 37.22
H 8.68 -9.90 35.49
H 5.70 -10.53 35.35
H 6.95 -11.53 36.08
H 7.26 -12.94 32.96
H 5.64 -12.68 33.61
H 6.99 -13.22 34.67
H 6.35 -8.39 34.69
H 7.72 -7.63 34.99
C 5.93 -0.56 37.10
C 5.47 0.04 38.44
C 5.25 1.53 38.42
O 6.53 2.16 38.49
C 6.57 3.32 37.68
N 4.21 -0.63 38.78
H 6.25 -1.57 37.38
H 6.87 -0.08 36.81
H 5.30 -0.56 36.22
H 6.22 -0.16 39.22
H 4.62 1.83 39.27
H 4.66 1.87 37.57
H 6.86 3.00 36.68
H 7.38 3.99 38.02
H 5.73 4.00 37.81
H 4.23 -1.64 38.86
H 3.97 -0.34 39.73
C 7.55 -0.90 33.61
C 7.96 -1.92 32.53
C 8.69 -1.27 31.36
O 7.88 -0.28 30.73
C 7.07 -0.82 29.72
N 8.84 -2.92 33.15
H 7.18 -1.38 34.53
H 6.65 -0.37 33.29
H 8.32 -0.20 33.94
H 6.96 -2.22 32.18
H 8.97 -2.03 30.62
H 9.65 -0.82 31.63
H 7.50 -1.12 28.76
H 6.34 -0.04 29.45
H 6.41 -1.59 30.13
H 8.64 -3.79 32.67
H 8.53 -3.03 34.10
C 4.46 -4.60 34.67
O 4.74 -5.97 34.46
H 3.58 -4.33 34.09
H 4.32 -4.32 35.72
H 5.24 -4.01 34.19
H 5.51 -6.22 34.98
C 8.19 -1.72 41.40
O 8.70 -2.96 40.91
H 8.80 -1.45 42.27
H 8.32 -0.94 40.66
H 7.13 -1.82 41.64
H 8.71 -2.93 39.95
C 11.73 -4.61 35.58
O 12.18 -5.67 36.41
H 11.03 -4.03 36.18
H 12.53 -3.92 35.32
H 11.22 -4.97 34.69
H 11.41 -6.06 36.83
C 8.39 -6.51 41.12
O 8.30 -6.41 42.55
H 8.85 -5.64 40.65
H 8.85 -7.43 40.75
H 7.34 -6.62 40.86
H 8.66 -5.57 42.84
*
```

=====

# 3
C16H49N12O12 | ωB97M-V with the def2-TZVPD basis set

Calculated values
HOMO-LUMO gap = 9.38 eV
HOMO = -7.1 eV

```
! RIJCOSX wB97M-V def2-TZVPD def2/J DEFGRID3
* xyz -1 1
O -0.88 -0.21 0.84
C 0.35 -0.74 0.86
O 0.79 -0.96 -0.24
O 0.88 -0.91 1.99
H -0.80 -0.06 -0.11
C 0.68 3.89 0.01
C -0.81 4.14 -0.40
C -1.14 4.10 -1.82
O -0.27 4.89 -2.58
C -0.61 6.26 -2.50
N -1.61 3.22 0.43
H 0.72 4.04 1.09
H 1.40 4.56 -0.45
H 0.91 2.85 -0.20
H -1.09 5.13 -0.03
H -2.18 4.39 -1.99
H -1.10 3.16 -2.36
H -1.50 6.44 -3.12
H 0.19 6.84 -2.96
H -0.77 6.71 -1.52
H -1.13 2.33 0.44
H -1.58 3.47 1.41
C -0.38 0.47 -3.39
C -1.38 -0.66 -3.41
C -0.77 -1.90 -4.09
O -1.89 -2.94 -4.24
C -1.36 -4.09 -4.96
N -1.56 -1.07 -1.98
H -0.65 1.34 -2.79
H -0.25 0.76 -4.44
H 0.61 0.20 -3.04
H -2.34 -0.31 -3.79
H 0.00 -2.45 -3.56
H -0.42 -1.66 -5.10
H -0.83 -3.79 -5.86
H -2.16 -4.76 -5.27
H -0.59 -4.68 -4.45
H -0.71 -1.31 -1.49
H -2.11 -1.91 -2.10
C 1.76 -3.13 4.62
O 2.04 -3.92 5.54
N 2.08 -3.35 3.33
N 1.38 -1.87 4.76
H 2.23 -4.32 3.08
H 2.29 -2.61 2.67
H 1.23 -1.36 3.90
H 1.32 -1.45 5.68
C -0.55 2.30 3.69
O -0.53 3.34 4.20
N 0.51 1.65 3.42
N -1.55 1.60 3.39
H 1.30 2.12 3.84
H 0.58 0.64 3.40
H -1.40 0.70 2.94
H -2.50 1.94 3.46
C 3.83 1.07 1.01
O 4.76 1.74 0.92
N 3.21 0.77 2.12
N 3.26 0.63 -0.10
H 3.53 1.18 2.99
H 2.32 0.29 2.11
H 2.41 0.08 -0.19
H 3.81 0.92 -0.89
C -2.62 -2.38 3.09
O -3.51 -2.93 3.70
N -1.45 -2.21 3.56
N -2.72 -2.05 1.83
H -1.42 -2.15 4.57
H -0.64 -1.82 3.11
H -3.55 -2.19 1.27
H -2.01 -1.47 1.41
C -4.54 1.01 -0.74
O -5.08 1.81 -0.01
N -5.00 -0.20 -1.15
N -3.29 1.18 -1.08
H -5.99 -0.36 -1.02
H -4.45 -0.69 -1.84
H -2.78 0.42 -1.50
H -2.78 2.01 -0.81
C 3.48 -2.79 -0.32
C 4.79 -3.53 -0.75
O 5.47 -3.03 -1.92
O 2.30 -3.56 -0.77
H 3.43 -1.84 -0.85
H 3.43 -2.54 0.74
H 4.72 -4.61 -0.63
H 5.50 -3.16 -0.01
H 6.20 -3.61 -2.15
H 1.55 -3.07 -0.43
*
```

=====

# 4
C16H50N3O8 | ωB97M-V with the def2-TZVPD basis set

Calculated values
HOMO-LUMO gap = 9.81 eV
Energy relative to the best compared isomer or geometry (same formula, charge and spin) = 0.0 kJ/mol
HOMO = -11.7 eV

```
! RIJCOSX wB97M-V def2-TZVPD def2/J DEFGRID3
* xyz 1 1
N 0.11 -0.82 0.34
H 0.67 -1.57 0.83
H 0.75 -0.16 -0.14
H -0.29 -0.27 1.09
H -0.66 -1.13 -0.12
C 4.11 1.18 -0.52
O 2.89 0.75 -0.10
H 4.34 0.67 -1.57
H 4.95 0.75 0.07
H 4.16 2.29 -0.53
H 2.16 1.35 -0.38
C 0.44 3.44 0.25
O 0.63 2.24 -0.38
H 0.63 3.30 1.41
H -0.50 3.96 -0.05
H 1.44 4.02 -0.08
H 0.28 2.37 -1.25
C 0.66 0.82 3.80
O 1.34 0.36 2.66
H 0.56 1.89 3.68
H 1.28 0.63 4.59
H -0.17 0.15 3.92
H 2.27 0.54 2.70
C -2.39 2.14 1.79
O -2.57 0.72 1.52
H -1.35 2.31 2.22
H -2.90 2.34 2.63
H -2.64 3.00 1.11
H -3.23 0.19 1.99
C 3.81 5.03 -3.96
O 3.25 3.74 -4.07
C 1.91 3.77 -3.70
C 1.42 2.33 -3.64
N 0.04 2.12 -3.03
C -0.39 0.72 -3.02
C -1.80 0.67 -2.49
O -1.99 -0.68 -2.20
C -3.32 -1.05 -1.99
H 4.10 5.46 -2.94
H 3.29 5.87 -4.54
H 4.81 4.86 -4.51
H 1.25 4.43 -4.43
H 1.88 4.09 -2.68
H 2.13 1.58 -3.24
H 1.28 2.03 -4.71
H -0.63 2.64 -3.41
H 0.01 0.08 -2.41
H -0.39 0.08 -4.05
H -2.68 1.09 -2.90
H -1.89 1.27 -1.62
H -3.94 -0.72 -2.80
H -3.76 -0.50 -1.16
H -3.53 -2.15 -1.69
C -2.89 -2.90 6.07
O -1.80 -3.33 5.22
C -1.94 -3.03 3.78
C -0.75 -3.56 3.06
N -0.84 -3.46 1.60
C 0.28 -4.18 1.00
C 0.07 -4.40 -0.45
O 0.67 -3.23 -1.03
C 0.43 -3.07 -2.48
H -2.65 -1.94 6.35
H -3.08 -3.50 6.90
H -3.79 -3.30 5.66
H -1.92 -1.94 3.61
H -2.99 -3.50 3.48
H -0.70 -4.51 3.41
H 0.24 -3.11 3.48
H -1.93 -3.75 1.26
H 0.30 -5.19 1.39
H 1.18 -3.78 1.28
H -1.06 -4.42 -0.75
H 0.37 -5.37 -0.82
H 0.73 -2.08 -2.63
H -0.75 -3.01 -2.68
H 0.96 -3.64 -3.04
*
```

=====

# 5
C16H50O17 | ωB97M-V with the def2-TZVPD basis set

Calculated values
HOMO-LUMO gap = 9.65 eV
Energy relative to the best compared isomer or geometry (same formula, charge and spin) = 0.0 kJ/mol
HOMO = -9.6 eV

```
! RIJCOSX wB97M-V def2-TZVPD def2/J DEFGRID3
* xyz 0 1
O -1.99 -3.41 1.02
H -1.06 -3.55 0.84
H -2.04 -3.33 1.99
O -2.66 5.19 0.93
H -2.32 5.49 1.77
H -2.67 4.23 1.03
O 2.81 -3.52 -0.70
H 2.11 -3.95 -0.20
H 2.34 -2.82 -1.18
C -2.17 -0.72 -5.38
C -1.98 -1.10 -3.93
C -2.61 -2.40 -3.44
O -1.57 -3.05 -2.72
C -0.46 -2.29 -2.73
O 0.46 -2.44 -2.00
O -0.57 -1.32 -3.66
H -3.23 -0.47 -5.53
H -1.97 -1.56 -6.05
H -1.52 0.10 -5.66
H -2.25 -0.23 -3.31
H -2.94 -3.03 -4.28
H -3.45 -2.21 -2.78
C -0.86 2.10 -0.50
C -0.34 0.68 -0.70
C 1.18 0.56 -0.99
O 1.63 -0.39 -0.04
C 0.62 -0.76 0.76
O 0.71 -1.57 1.64
O -0.53 -0.16 0.42
H -0.05 2.80 -0.25
H -1.64 2.15 0.26
H -1.24 2.49 -1.44
H -0.89 0.24 -1.53
H 1.68 1.51 -0.80
H 1.39 0.25 -2.01
C -1.01 -4.41 4.40
O -1.39 -3.14 3.87
H -0.78 -4.32 5.47
H -1.83 -5.10 4.26
H -0.12 -4.79 3.90
H -0.60 -2.61 3.75
C -2.15 1.49 3.38
O -1.96 2.77 2.81
H -3.20 1.35 3.61
H -1.82 0.68 2.72
H -1.58 1.37 4.31
H -1.05 2.87 2.52
C 2.29 2.55 -3.82
O 3.48 1.88 -3.39
H 1.42 2.14 -3.31
H 2.41 3.62 -3.66
H 2.08 2.33 -4.87
H 4.17 2.25 -3.95
C 0.52 5.72 2.98
O 0.37 4.45 2.34
H 1.50 5.81 3.45
H 0.35 6.52 2.26
H -0.27 5.78 3.73
H 0.94 4.42 1.56
C 3.34 -3.36 3.29
O 1.96 -3.04 3.56
H 3.93 -2.43 3.22
H 3.69 -3.97 4.11
H 3.44 -3.84 2.31
H 1.59 -2.65 2.76
C -4.72 1.73 -3.15
O -4.81 0.94 -1.96
H -4.01 1.28 -3.85
H -5.70 1.81 -3.62
H -4.35 2.72 -2.91
H -5.67 0.51 -1.98
C 1.83 0.24 4.27
O 2.11 -0.76 5.23
H 0.77 0.24 3.98
H 2.05 1.21 4.71
H 2.43 0.14 3.36
H 1.89 -1.62 4.85
C 4.71 -1.25 -2.48
O 3.40 -0.98 -2.91
H 5.24 -1.87 -3.21
H 5.29 -0.33 -2.32
H 4.69 -1.83 -1.55
H 3.19 -0.04 -2.87
*
```

=====

# 6
C16H51BO8Pd | ωB97M-V with the def2-TZVPD basis set

Calculated values
HOMO-LUMO gap (spin up / spin down) = 9.11 / 7.26 eV
Energy relative to the best compared isomer or geometry (same formula, charge and spin) = 0.0 kJ/mol
HOMO (spin up / spin down) = -8.6 / -8.5 eV

```
! RIJCOSX wB97M-V def2-TZVPD def2/J DEFGRID3
* xyz 0 3
Pd 0.92 -0.74 1.64
B -0.10 0.31 -0.16
H -0.62 -0.73 0.13
H 0.03 1.03 0.78
H 1.00 0.06 -0.60
H -0.79 0.80 -1.02
C -2.63 -1.81 1.82
C -1.47 -2.73 2.17
O -0.32 -2.13 2.58
H -3.53 -2.42 1.69
H -2.45 -1.22 0.92
H -2.85 -1.11 2.63
H -1.36 -3.44 1.32
H -1.80 -3.40 2.99
C 1.08 5.57 -1.22
C 0.11 4.42 -1.17
O 0.64 3.44 -0.26
H 1.19 6.08 -0.27
H 0.82 6.28 -2.01
H 2.05 5.21 -1.58
H 0.03 3.94 -2.15
H -0.88 4.75 -0.82
H 0.26 2.59 -0.48
C -1.33 1.19 4.38
C 0.12 0.76 4.33
O 0.69 1.01 3.04
H -1.78 0.97 5.34
H -1.91 0.65 3.62
H -1.42 2.24 4.10
H 0.21 -0.31 4.52
H 0.69 1.26 5.12
H 0.69 1.96 2.88
C -1.62 0.05 -4.04
C -0.49 1.05 -3.88
O 0.67 0.45 -3.33
H -1.85 -0.45 -3.10
H -1.35 -0.72 -4.77
H -2.54 0.53 -4.39
H -0.83 1.85 -3.21
H -0.22 1.52 -4.83
H 0.52 0.35 -2.38
C 1.85 -4.86 1.22
C 2.58 -3.53 1.16
O 1.81 -2.51 0.53
H 0.81 -4.70 1.51
H 2.31 -5.48 1.99
H 1.91 -5.44 0.30
H 3.55 -3.60 0.65
H 2.81 -3.21 2.17
H 1.46 -2.89 -0.28
C 3.68 1.88 -0.56
C 3.25 1.58 0.85
O 3.04 0.16 1.01
H 3.86 2.95 -0.70
H 2.89 1.60 -1.26
H 4.57 1.30 -0.84
H 2.28 2.04 1.04
H 3.93 1.97 1.61
H 3.88 -0.26 0.80
C -3.92 1.06 -0.56
C -3.27 2.41 -0.33
O -2.37 2.37 0.76
H -4.56 0.79 0.29
H -3.18 0.27 -0.74
H -4.59 1.12 -1.42
H -4.00 3.18 -0.11
H -2.73 2.72 -1.24
H -1.70 1.69 0.58
C -0.53 -3.08 -1.74
C 0.48 -4.10 -2.20
O 1.83 -3.59 -2.06
H -0.28 -2.10 -2.17
H -0.56 -2.92 -0.66
H -1.52 -3.31 -2.14
H 0.33 -4.37 -3.25
H 0.40 -5.00 -1.58
H 2.08 -3.26 -2.93
*
```

=====

Number 1: M 659.3 u. Number 2: M 540.5 u. Number 3: M 601.6 u. Number 4: M 412.6 u. Number 5: M 514.6 u. Number 6: M 488.8 u.